ORCA calculation (ωB97M-V/def2-TZVPD) on a cluster of 2 separate species, C3H8O3S in total in a non-equilibrium geometry.

Last column: Löwdin charge in e.
Atoms and positions in Å:
C: -1.058 -0.423 -1.024  -0.033
C: -1.438 -0.367 1.411  0.037
C: -0.866 0.182 0.364  -0.403
O: 2.549 -1.394 -0.187  -0.511
O: 2.595 0.985 -1.123  -0.325
O: 0.147 1.226 0.399  -0.102
S: 2.752 0.006 0.142  0.836
H: -0.118 -0.724 -1.440  0.062
H: -1.538 0.264 -1.830  0.116
H: -1.708 -1.240 -0.851  0.053
H: -0.991 -0.163 2.442  0.101
H: -2.068 -1.158 1.091  0.050
H: 1.887 1.589 -0.967  0.017
H: 0.376 1.511 1.326  0.116
H: 4.081 0.166 0.009  -0.013

Summary:
Kohn-Sham gap: 0.3606 Ha
HOMO level: -9.3 eV
E_tot: -742.92448 a.u.
Energy above the lowest of the compared OMol25 structures with the same formula, charge and spin: 67.94 kcal per mole
Total charge: 0

=====

ORCA calculation (ωB97M-V/def2-TZVPD) on a cluster of 2 separate species, C3H8O3Si in total in a non-equilibrium geometry.

Last column: Löwdin charge in e.
Atoms and positions in Å:
O: 3.871 0.961 -0.503  -0.289
Si: 2.747 0.174 0.157  0.337
O: 2.146 -1.346 -0.261  -0.171
O: 1.704 0.693 1.262  -0.082
H: 2.638 -1.886 -1.000  0.131
H: 1.277 0.087 1.872  0.080
C: -2.030 -0.825 -1.026  -0.001
C: -1.190 0.006 -0.412  -0.250
C: -1.528 1.074 0.569  -0.113
H: -3.031 -0.899 -1.005  0.003
H: -1.709 -1.777 -1.554  0.077
H: -0.212 -0.214 -0.650  0.029
H: -2.471 1.626 0.387  0.080
H: -0.573 1.693 0.549  0.075
H: -1.638 0.632 1.615  0.093

Summary:
Kohn-Sham gap: 0.3421 Ha
HOMO level: -9.6 eV
E_tot: -634.36519 a.u.
Energy above the lowest of the compared OMol25 structures with the same formula, charge and spin: 49.06 kcal per mole
SMILES: O=[Si](O)O.C=CC
Total charge: 0

=====

ORCA calculation (ωB97M-V/def2-TZVPD) on a cluster of 2 separate species, C3H8O4 in total in a non-equilibrium geometry.

Last column: Löwdin charge in e.
Atoms and positions in Å:
C: 2.136 -0.585 0.301  -0.062
C: 0.812 -0.124 -0.281  -0.612
C: -1.889 0.211 -0.224  -0.272
O: 0.988 1.232 -0.772  -0.073
O: -2.597 0.654 0.862  0.070
O: -2.200 -0.917 -0.757  0.135
O: -0.111 -0.209 0.731  -0.151
H: 2.804 -1.096 -0.402  0.065
H: 2.600 0.431 0.565  0.100
H: 1.974 -1.290 1.173  0.092
H: 0.703 -0.787 -1.253  0.164
H: -1.317 0.742 -1.014  0.158
H: 0.761 1.975 -0.230  0.072
H: -2.012 1.259 1.411  0.158
H: -2.650 -1.497 -0.111  0.159

Summary:
Kohn-Sham gap: 0.3398 Ha
HOMO level: -8.8 eV
E_tot: -419.96997 a.u.
Energy above the lowest of the compared OMol25 structures with the same formula, charge and spin: 76.20 kcal per mole
Total charge: 0

=====

ORCA calculation (ωB97M-V/def2-TZVPD) on a cluster of 2 separate species, C3H8O4 in total in a non-equilibrium geometry.

Last column: Löwdin charge in e.
Atoms and positions in Å:
O: 0.298 -2.602 0.070  0.102
C: -0.259 -1.798 0.757  -0.516
O: -1.608 -1.629 0.632  0.086
C: 0.433 -0.667 1.514  -0.069
C: 0.256 0.675 0.766  -0.263
O: -1.051 1.094 1.038  -0.058
H: -1.850 -2.021 -0.227  0.130
H: -0.056 -0.525 2.476  0.126
H: 1.462 -1.016 1.574  0.123
H: 0.971 1.352 1.272  0.119
H: 0.623 0.656 -0.260  0.113
H: -1.197 2.047 0.873  0.111
O: 0.287 1.661 -3.544  -0.045
H: 0.758 1.020 -4.081  0.035
H: 0.932 1.754 -2.859  0.008

Summary:
Kohn-Sham gap: 0.3993 Ha
HOMO level: -10.4 eV
E_tot: -420.05640 a.u.
Energy above the lowest of the compared OMol25 structures with the same formula, charge and spin: 21.97 kcal per mole
SMILES: O=C(O)CCO.O
Total charge: 0

=====

> energy above the lowest of the compared OMol25 structures with the same formula, charge and spin of number 4 (C3H8O4)?

21.97 kcal per mole

=====

> Among the records above, which one has the lowest HOMO level?

number 4

=====

> The highest HOMO level belongs to which entry?

number 3